(1)
A structure of composition C44H97AsF6N8O2P, computed with ωB97M-V/def2-TZVPD.

The highest occupied orbital energy is -17.86 eV. As for the total charge: +5.

Each line ends with the Mulliken charge.
CARTESIAN COORDINATES (ANGSTROEM)
As1 -0.25 -0.57 -3.08  2.043
P1 1.61 2.26 7.03  0.248
F1 -1.85 -0.89 -2.18  -0.524
F2 -1.32 0.26 -4.36  -0.553
F3 -0.19 1.11 -2.33  -0.502
F4 0.72 -1.28 -1.80  -0.475
F5 -0.52 -2.18 -3.94  -0.505
F6 1.16 -0.14 -4.15  -0.487
O1 1.14 -6.77 -1.58  -0.497
O2 7.00 -1.54 -2.59  -0.540
N1 -5.16 6.30 -4.58  0.258
N2 -4.90 -4.16 -3.74  0.138
N3 6.63 -0.79 0.43  -0.159
N4 -5.89 -3.88 -1.79  0.230
N5 -0.61 1.01 -10.38  0.179
N6 -2.79 1.65 -10.42  0.196
N7 1.54 -9.53 0.04  -0.231
N8 -5.82 8.12 -5.79  0.172
C1 5.30 -0.09 0.76  -1.015
C2 3.05 -9.79 -0.36  -0.859
C3 -1.72 1.40 -9.60  -0.274
C4 1.32 1.27 8.49  -0.796
C5 0.69 5.21 5.02  -0.333
C6 0.25 3.40 6.84  -0.970
C7 3.23 3.06 7.09  -1.170
C8 4.61 6.14 8.85  -1.287
C9 -4.62 -4.03 -5.16  -0.837
C10 -5.80 -3.40 -3.03  -0.173
C11 1.71 1.09 5.66  -1.335
C12 -1.06 0.81 -11.64  -0.352
C13 -8.19 -3.88 -1.02  -1.109
C14 -4.91 7.66 -4.82  -0.244
C15 4.73 4.94 7.91  -0.400
C16 2.36 0.26 8.79  -0.780
C17 -4.15 3.72 -10.29  -0.981
C18 -4.12 6.00 -2.33  -1.158
C19 0.27 -0.26 4.18  -0.632
C20 1.75 -6.95 -0.36  -0.635
C21 1.20 -10.50 1.19  -0.962
C22 3.35 4.31 7.91  -0.777
C23 -4.32 5.48 -3.80  -0.351
C24 -4.96 -4.89 -1.65  -0.416
C25 -6.82 7.17 -5.88  -0.498
C26 0.29 5.63 3.61  -1.408
C27 -4.10 2.20 -10.07  -0.695
C28 -0.81 -1.29 4.00  -1.394
C29 -6.74 -3.38 -0.75  -0.504
C30 -2.34 1.29 -11.68  -0.349
C31 7.17 -1.12 1.92  -0.867
C32 -6.31 6.03 -5.29  -0.199
C33 -4.27 -4.98 -2.84  -0.280
C34 1.99 -1.16 9.17  -0.601
C35 6.39 -2.10 -0.34  -0.451
C36 1.00 -1.19 10.37  -1.234
C37 0.82 0.81 -10.02  -0.846
C38 0.72 -9.88 -1.24  -0.751
C39 -0.07 3.99 5.48  -0.646
C40 5.93 -1.84 -1.76  -0.695
C41 7.59 0.24 -0.17  -0.836
C42 1.29 -8.09 0.51  -0.465
C43 0.63 0.00 5.62  -0.289
C44 -5.76 9.47 -6.39  -0.750
H1 1.14 -0.68 3.67  0.246
H2 0.71 -2.18 10.72  0.374
H3 0.14 -10.47 1.43  0.390
H4 5.54 6.68 8.98  0.398
H5 1.29 -0.55 11.20  0.344
H6 -6.76 5.06 -5.13  0.433
H7 -6.56 10.09 -5.99  0.347
H8 0.10 -0.67 10.03  0.319
H9 -4.74 -5.25 -0.66  0.358
H10 2.82 -7.01 -0.56  0.283
H11 0.31 0.90 8.32  0.662
H12 0.76 -5.89 -1.65  0.323
H13 -5.54 -4.05 -5.74  0.325
H14 7.41 -0.17 2.41  0.382
H15 1.65 1.66 4.74  0.873
H16 -4.03 -3.11 -5.21  0.399
H17 -4.29 1.87 -9.06  0.394
H18 5.10 0.60 -0.06  0.377
H19 0.78 6.56 3.31  0.403
H20 -4.78 9.94 -6.32  0.283
H21 -4.98 4.07 -9.68  0.345
H22 -8.81 -3.64 -0.16  0.375
H23 -0.80 5.73 3.59  0.329
H24 -8.64 -3.50 -1.93  0.337
H25 1.18 1.60 -9.36  0.345
H26 1.24 -9.37 -2.05  0.367
H27 2.88 -1.78 9.23  0.468
H28 4.61 -0.89 1.04  0.413
H29 1.78 5.19 5.10  0.284
H30 -8.40 -4.95 -1.03  0.351
H31 -5.05 5.92 -1.76  0.345
H32 4.36 5.84 9.87  0.323
H33 0.62 -10.95 -1.43  0.356
H34 0.98 -0.21 -9.66  0.335
H35 5.01 5.25 6.91  0.318
H36 5.78 -2.70 0.34  0.475
H37 8.09 -1.71 1.84  0.376
H38 -3.00 1.53 -12.50  0.436
H39 7.81 0.97 0.62  0.385
H40 -1.73 1.81 -8.61  0.415
H41 -4.75 4.48 -3.68  0.258
H42 1.37 -1.55 8.37  0.077
H43 0.22 -8.13 0.73  0.433
H44 -4.80 1.58 -10.62  0.390
H45 -3.33 5.31 -4.22  0.298
H46 1.56 0.89 -10.82  0.344
H47 -6.34 -2.58 -3.48  0.409
H48 5.05 -1.22 -1.97  0.392
H49 2.74 5.12 7.50  0.221
H50 -0.66 2.86 7.08  0.471
H51 3.12 -9.25 -1.31  0.437
H52 7.32 0.65 -1.14  0.342
H53 3.02 0.62 9.58  0.466
H54 -1.07 4.41 5.51  0.477
H55 -3.49 -5.64 -3.19  0.447
H56 -3.31 4.25 -9.84  0.336
H57 3.33 -10.84 -0.38  0.336
H58 5.42 0.51 1.66  0.461
H59 -1.74 -0.73 4.02  0.337
H60 -0.29 -9.52 -1.03  0.355
H61 -6.05 9.35 -7.44  0.338
H62 -0.72 -1.71 3.00  0.380
H63 3.92 2.24 7.28  0.607
H64 2.96 -0.03 7.93  0.331
H65 -0.27 0.45 6.03  0.272
H66 2.71 0.65 5.70  0.682
H67 3.38 3.23 6.03  0.681
H68 -6.76 -2.29 -0.66  0.307
H69 -0.72 -2.17 4.64  0.339
H70 8.45 -0.39 -0.40  0.407
H71 0.61 4.81 2.97  0.317
H72 0.07 0.70 3.72  0.378
H73 6.34 -1.56 2.47  0.407
H74 1.95 -10.36 1.97  0.434
H75 1.61 -8.03 1.55  0.435
H76 -3.90 -4.78 -5.50  0.285
H77 -7.67 7.24 -6.54  0.401
H78 1.30 2.10 9.20  0.753
H79 0.03 3.18 4.75  0.165
H80 -6.36 -3.61 0.25  0.356
H81 -4.21 4.08 -11.32  0.355
H82 0.17 4.35 7.37  0.592
H83 5.56 -2.72 -2.29  0.393
H84 1.39 -11.50 0.80  0.401
H85 3.71 -9.34 0.39  0.362
H86 -0.35 0.52 -12.40  0.427
H87 2.96 4.03 8.88  0.514
H88 -3.43 5.32 -1.83  0.373
H89 -3.95 8.13 -4.69  0.334
H90 -3.76 7.01 -2.14  0.360
H91 0.97 -0.98 5.95  0.266
H92 3.80 6.77 8.48  0.356
H93 7.31 -2.68 -0.24  0.413
H94 1.71 -5.96 0.12  0.491
H95 6.86 -0.81 -3.20  0.339
H96 0.49 6.05 5.69  0.421
H97 5.48 4.22 8.23  0.359


(2)
A cluster of 8 separate species, C45H101N5O8 in total, computed with ωB97M-V/def2-TZVPD.

The SMILES is CC1(C)CCCC(C)(C)N1O.CC1(C)CCCC(C)(C)N1O.CC1(C)CCCC(C)(C)N1O.CC1(C)CCCC(C)(C)N1O.CC1(C)CCCC(C)(C)N1O.O.O.O. The calculation puts the energy relative to the best compared isomer or geometry (same formula, charge and spin) at 0.567 eV. The highest occupied orbital energy is -7.87 eV. As for the total charge: 0.

Each line ends with the Mulliken charge.
CARTESIAN COORDINATES (ANGSTROEM)
O1 -2.25 -1.89 0.44  -0.681
O2 1.90 0.21 -1.62  -0.141
O3 -3.65 0.12 -0.94  -0.349
O4 2.73 3.09 -1.40  -0.651
O5 -2.91 -1.24 3.60  -0.462
O6 -0.69 0.55 -0.30  3.463
O7 -0.19 -1.03 -3.12  1.167
O8 3.87 -2.41 3.85  -0.381
N1 4.34 -2.69 2.55  0.315
N2 -1.97 -1.09 4.64  0.218
N3 -4.66 1.03 -1.34  -0.202
N4 1.48 3.25 -0.74  1.642
N5 0.54 -1.90 -3.98  -0.445
C1 -0.45 4.92 0.63  -1.388
C2 0.17 3.23 -2.78  -2.020
C3 -0.79 -1.38 -6.06  -1.719
C4 1.40 -3.70 -6.02  -0.780
C5 1.30 -4.15 -4.55  -1.117
C6 0.28 -3.33 -3.71  1.930
C7 0.62 -3.60 -2.26  -2.444
C8 2.24 -2.06 1.26  -0.772
C9 1.09 0.07 -5.33  -2.111
C10 -0.42 -2.02 6.30  -1.149
C11 6.52 -1.85 3.25  -2.106
C12 -4.19 0.58 -3.69  -2.531
C13 2.67 -4.38 2.25  -2.157
C14 4.96 -2.54 -0.23  -0.135
C15 -0.39 0.48 3.44  -0.596
C16 1.58 -2.18 -6.15  -1.138
C17 2.19 2.21 1.35  -1.948
C18 -2.29 -3.36 5.31  -2.091
C19 4.95 -0.34 2.09  -1.370
C20 -5.63 2.41 -3.00  -1.444
C21 0.32 3.82 1.34  -0.314
C22 5.45 -1.81 2.17  1.611
C23 -0.25 -2.85 3.96  -1.210
C24 -6.31 2.70 -0.62  -1.335
C25 -2.40 1.36 4.63  -1.835
C26 -6.07 3.43 -1.97  -0.569
C27 0.37 -0.72 6.23  -0.129
C28 3.30 -3.14 1.62  2.195
C29 0.60 4.11 -1.61  2.385
C30 -1.37 0.23 4.59  1.820
C31 -3.12 2.57 -2.63  -1.237
C32 1.68 3.50 0.70  1.228
C33 2.64 4.66 1.09  -1.783
C34 -4.36 1.67 -2.62  2.298
C35 6.04 -2.25 0.83  -1.454
C36 -0.57 0.44 5.90  -1.582
C37 -1.24 -2.28 5.04  1.555
C38 -5.70 0.84 0.86  -1.950
C39 3.99 -3.57 0.34  -1.299
C40 -1.16 -3.74 -3.99  -1.561
C41 1.21 5.43 -2.04  -1.979
C42 -0.67 4.47 -0.83  -0.062
C43 0.58 -1.36 -5.33  1.757
C44 -5.13 1.80 -0.19  2.188
C45 -4.03 2.60 0.55  -1.643
H1 2.25 2.37 2.43  0.669
H2 -0.12 1.54 3.41  0.252
H3 7.47 -1.43 2.92  0.416
H4 -1.45 3.70 -0.86  -1.449
H5 -7.23 2.11 -0.67  0.387
H6 -6.35 3.47 0.15  0.401
H7 0.97 -0.56 7.13  0.463
H8 2.19 5.32 -2.52  0.402
H9 3.21 1.99 1.04  0.577
H10 -0.92 -0.57 -6.78  0.500
H11 0.11 1.28 5.78  0.481
H12 2.19 5.62 0.84  0.365
H13 0.81 -4.68 -2.18  0.628
H14 -0.28 2.90 1.32  -0.605
H15 -1.23 0.67 6.74  0.394
H16 -2.35 1.97 -2.13  0.017
H17 -1.91 -1.42 -0.33  -0.061
H18 -0.26 2.34 -2.32  -0.110
H19 3.46 -5.02 2.65  0.508
H20 2.24 -4.24 -4.02  0.473
H21 -2.36 -1.48 2.83  0.413
H22 3.21 -3.76 -0.41  0.044
H23 3.60 4.61 0.57  0.416
H24 0.85 -5.15 -4.61  0.319
H25 2.81 0.02 -1.86  0.070
H26 0.37 -2.78 6.32  0.455
H27 -1.35 -4.71 -3.52  0.468
H28 6.75 -1.53 0.42  0.495
H29 6.25 -1.23 4.11  0.362
H30 0.53 -0.62 -2.61  -0.140
H31 0.07 -0.05 -0.32  -0.907
H32 0.60 -4.05 -6.68  0.388
H33 -2.97 -3.05 6.11  0.508
H34 -1.17 5.37 -1.20  0.537
H35 -2.82 0.64 -0.90  -0.109
H36 -1.44 4.84 1.08  0.556
H37 -6.25 1.42 1.61  0.441
H38 -1.86 -3.08 -3.48  0.073
H39 -3.26 3.56 -2.22  0.202
H40 4.46 -4.56 0.39  0.374
H41 -3.33 1.91 1.04  -0.130
H42 -1.82 -4.29 5.66  0.395
H43 -3.14 1.33 5.43  0.484
H44 -5.12 0.06 -3.93  0.506
H45 2.43 -1.60 0.30  -0.143
H46 4.12 -0.25 1.38  -0.158
H47 1.50 -1.94 -7.22  0.286
H48 -5.30 4.16 -1.72  0.245
H49 -6.45 1.73 -3.23  0.480
H50 1.61 1.34 1.08  -0.422
H51 -0.30 1.42 -0.45  -1.049
H52 1.04 0.50 -6.33  0.562
H53 -0.58 3.72 -3.39  0.675
H54 -1.55 -1.18 -5.30  0.163
H55 -3.42 3.23 -0.10  0.376
H56 0.42 0.75 -4.79  0.207
H57 0.51 -0.13 3.44  -0.314
H58 -3.10 -1.46 0.61  0.375
H59 -1.94 2.35 4.69  0.382
H60 -0.95 -2.05 7.25  0.329
H61 -6.36 0.10 0.41  0.481
H62 -2.91 -3.63 4.45  0.303
H63 1.50 6.11 -1.23  0.292
H64 2.07 0.20 -4.85  0.347
H65 -1.44 -3.73 -5.04  0.352
H66 4.48 -0.09 3.05  0.442
H67 0.99 2.89 -3.42  0.537
H68 1.50 -3.05 -1.91  0.199
H69 0.52 4.11 2.37  0.659
H70 4.48 -1.61 -0.51  -0.131
H71 2.57 -1.85 -5.84  0.423
H72 2.04 -4.91 1.53  0.428
H73 -2.75 2.68 -3.65  0.626
H74 5.40 -3.06 -1.08  0.544
H75 -3.77 0.99 -4.61  0.434
H76 -0.98 -2.32 -6.57  0.263
H77 2.14 -1.35 2.08  -0.368
H78 -5.58 2.88 -3.99  0.368
H79 -0.63 -2.80 2.94  0.109
H80 -0.19 -3.49 -1.55  0.437
H81 -0.85 0.29 2.46  0.039
H82 4.12 -3.19 4.36  0.322
H83 0.71 -2.33 3.94  0.017
H84 2.07 -4.19 3.14  0.334
H85 1.27 -2.56 1.15  0.523
H86 1.84 1.18 -1.63  -0.220
H87 0.51 5.96 -2.69  0.446
H88 -3.49 -0.17 -3.31  0.446
H89 2.86 4.60 2.15  0.458
H90 5.75 0.34 1.82  0.621
H91 6.59 -3.18 1.00  0.400
H92 -2.95 1.39 3.68  0.054
H93 2.27 -4.20 -6.45  0.422
H94 6.69 -2.89 3.54  0.458
H95 -7.01 3.89 -2.27  0.411
H96 3.25 3.87 -1.17  0.334
H97 1.09 -0.79 5.41  -0.158
H98 -4.34 3.25 1.37  0.581
H99 -0.06 -3.88 4.29  0.705
H100 -0.01 5.91 0.73  0.537
H101 -4.97 0.33 1.48  0.099